25
Properties=species:S:1:pos:R:3:forces:R:3:nbo_charge:R:1 method="wB97M-V/def2-TZVPD" multiplicity=1 lumo_ha=-0.211 mol_weight_g_mol=131.172 charge=0 relative_energy_kcal_mol=235.6
C -0.542 0.033 2.301 -1.40 -1.83 -1.25 -0.511
C -0.680 -0.108 0.714 -2.05 -3.02 -0.46 -0.036
C -0.304 -1.505 0.242 0.13 0.92 2.57 -0.621
N -2.036 0.112 0.336 2.14 2.10 0.02 -0.567
H 0.515 -0.112 2.380 1.04 0.42 0.38 0.286
H -0.991 0.967 2.427 -0.21 1.55 1.29 0.207
H -1.128 -0.802 2.695 -0.01 0.36 0.40 0.209
H 0.059 0.573 0.441 1.33 2.20 -0.94 0.295
H -0.077 -1.603 -0.759 0.71 -0.12 -1.82 0.244
H 0.425 -1.936 0.916 0.84 0.18 -0.31 0.238
H -1.138 -2.069 0.472 -2.08 -1.45 0.10 0.200
H -2.116 -0.077 -0.701 -0.58 -1.54 -0.87 0.442
H -2.337 1.091 0.473 0.16 -0.54 0.35 0.377
H -0.702 0.060 -2.231 0.68 1.14 0.10 0.490
H -1.758 -1.691 -2.275 0.10 0.22 -0.08 0.457
O -1.786 -0.724 -2.303 -0.57 0.04 0.79 -0.938
H 2.333 0.030 -0.196 -0.53 -0.30 -0.85 0.482
H 2.086 2.917 0.090 0.68 0.70 2.26 -0.009
O 2.059 -0.451 -1.063 0.77 0.14 1.28 -0.834
H 1.898 2.720 -0.539 -0.70 -0.70 -2.28 0.008
H 3.014 0.104 1.716 0.11 0.08 0.50 0.451
O 2.106 0.231 1.415 -0.01 -0.30 -0.87 -0.797
H -0.135 1.324 -3.013 0.45 0.00 0.49 0.476
H 1.254 -0.025 -1.408 -0.06 0.70 -0.23 0.501
O -0.020 0.939 -2.127 -0.93 -0.95 -0.57 -1.051



25
Properties=species:S:1:pos:R:3:forces:R:3:nbo_charge:R:1 method="wB97M-V/def2-TZVPD" multiplicity=1 lumo_ha=0.025 mol_weight_g_mol=131.172 charge=0 smiles=CCCN.O.O.O.O relative_energy_kcal_mol=10.8
C 0.716 -1.700 0.924 -1.14 -0.17 0.93 -0.199
C -0.497 -2.349 0.239 1.19 -0.27 -0.56 -0.405
C -1.006 -3.568 0.991 -0.44 -0.13 -0.04 -0.609
N 0.924 -0.337 0.498 0.86 0.42 -0.30 -0.850
H 1.605 -2.300 0.744 0.17 0.02 -0.18 0.181
H 0.515 -1.795 2.006 0.16 0.20 -0.01 0.142
H -0.135 -2.644 -0.752 -0.35 -0.04 -0.07 0.202
H -1.273 -1.624 0.058 -0.35 0.40 0.22 0.195
H -0.957 -3.428 2.073 0.02 0.01 -0.02 0.200
H -0.449 -4.462 0.733 0.27 -0.11 0.09 0.205
H -2.047 -3.797 0.747 0.04 0.11 -0.04 0.209
H 1.591 0.155 1.083 -0.03 -0.16 -0.14 0.357
H 0.114 0.260 0.433 -0.27 -0.29 0.00 0.369
H -0.406 3.792 3.687 -0.08 -0.11 -0.35 0.467
H 0.678 2.777 3.492 0.01 -0.12 -0.24 0.466
O -0.076 3.161 3.030 0.04 0.21 0.58 -0.932
H -0.908 2.299 0.137 0.02 0.25 -0.21 0.471
H -0.559 2.723 -1.313 -0.30 -0.23 0.03 0.490
O -0.176 2.499 -0.458 0.25 0.00 0.24 -0.961
H 3.024 2.014 -2.978 0.03 0.05 0.49 0.471
H 1.993 1.246 -2.045 0.28 0.23 0.11 0.495
O 2.270 1.425 -2.950 -0.47 -0.30 -0.53 -0.967
H -2.388 1.574 -3.534 0.21 0.00 -0.22 0.481
H -0.909 2.070 -3.733 -0.30 -0.25 -0.06 0.487
O -1.645 2.011 -3.111 0.20 0.29 0.28 -0.966



27
Properties=species:S:1:pos:R:3:forces:R:3:nbo_charge:R:1 method="wB97M-V/def2-TZVPD" multiplicity=1 lumo_ha=-0.002 mol_weight_g_mol=179.238 charge=0 smiles=OCNCCS.O.O.O.O relative_energy_kcal_mol=3.0
C -0.908 -0.046 -1.200 0.00 0.13 0.40 -0.242
C -1.674 -1.260 -1.770 -0.01 0.91 0.58 -0.524
S -0.527 -2.594 -2.259 -0.66 -0.10 -0.80 -0.041
N -1.771 1.043 -0.744 -0.50 1.76 -0.16 -0.647
C -1.200 1.841 0.334 -0.09 -1.48 0.61 0.096
O 0.204 2.117 0.337 -0.02 -0.02 -0.89 -0.801
H -0.287 0.431 -1.956 0.58 -0.92 -0.15 0.207
H -0.271 -0.365 -0.329 -0.67 0.26 -0.80 0.184
H -2.492 -1.573 -1.093 0.66 -0.08 -0.07 0.221
H -2.190 -0.907 -2.669 0.24 -0.38 -0.15 0.225
H 0.363 -2.615 -1.275 -0.07 0.36 0.55 0.120
H -2.041 1.686 -1.488 0.19 -0.59 -0.21 0.359
H -1.419 1.097 1.130 0.57 1.11 0.68 0.132
H -1.645 2.832 0.516 -0.64 -0.79 -0.33 0.187
H 0.670 1.944 -0.520 -0.49 -0.18 0.80 0.518
H 1.915 -1.317 1.551 0.19 -0.37 -0.08 0.485
H 2.500 -2.273 0.436 -0.03 0.22 0.36 0.494
O 1.809 -1.632 0.647 -0.31 -0.20 -0.06 -0.966
H 2.554 0.819 2.094 -0.07 0.03 0.38 0.455
H 1.483 1.860 1.599 0.28 -0.29 -0.28 0.508
O 2.419 1.585 1.538 0.36 0.13 0.12 -0.967
H 1.543 -0.258 -0.754 0.06 -0.08 -0.55 0.479
H 2.516 0.683 -0.271 0.18 0.62 -0.32 0.491
O 2.041 0.495 -1.100 0.19 -0.05 0.43 -0.976
H -1.270 -0.479 2.699 -0.12 0.07 0.20 0.464
H -1.024 -1.674 1.826 -0.06 -0.22 0.09 0.468
O -1.299 -1.441 2.722 0.24 0.14 -0.34 -0.930



29
Properties=species:S:1:pos:R:3:forces:R:3:nbo_charge:R:1 method="wB97M-V/def2-TZVPD" multiplicity=1 lumo_ha=0.023 mol_weight_g_mol=178.185 charge=0 smiles="NCCC(N)=O.O.O.O.O.O" relative_energy_kcal_mol=24.5
C -0.835 -1.549 0.777 1.89 -0.47 2.01 -0.214
C 0.625 -2.072 1.049 0.20 -2.46 0.62 -0.517
C 1.642 -1.550 0.054 -2.62 -1.98 -4.32 0.703
N 1.815 -2.419 -1.085 0.10 2.28 4.14 -0.822
O 1.824 -0.359 -0.101 1.08 0.09 0.66 -0.676
N -1.112 -0.310 1.552 -1.77 -1.55 -0.29 -0.838
H -1.516 -2.311 1.105 -0.28 -0.37 0.33 0.195
H -0.833 -1.597 -0.265 -0.92 1.02 -2.00 0.203
H 0.665 -3.219 1.253 -0.12 1.70 -1.14 0.215
H 0.937 -1.754 1.984 0.43 1.11 2.04 0.230
H 2.174 -2.069 -1.919 0.64 0.62 -1.41 0.406
H 1.528 -3.343 -1.010 -0.40 -1.67 0.01 0.387
H -2.153 -0.229 1.621 1.03 -0.37 0.26 0.366
H -0.963 0.474 0.983 0.94 1.25 -1.03 0.361
H 0.976 -0.171 -2.107 0.24 0.19 0.28 0.462
H -0.349 -0.168 -2.778 -0.64 0.15 0.19 0.492
O 0.585 -0.159 -2.980 0.87 -0.22 -0.51 -0.975
H -2.565 0.376 -2.517 1.67 -0.77 1.24 0.474
H -2.106 0.638 -1.119 -0.05 1.19 1.47 0.506
O -1.849 0.104 -1.852 -2.01 -0.46 -2.83 -0.980
H -0.712 2.130 2.645 -0.37 -0.45 0.76 0.476
H 0.187 2.637 1.511 -2.88 0.44 0.84 0.521
O -0.822 2.750 1.931 3.57 0.13 -1.17 -0.992
H 1.625 1.094 1.367 0.00 -2.47 1.08 0.493
H 1.953 1.782 0.134 -0.34 0.34 0.18 0.508
O 1.569 1.942 1.011 0.32 2.61 -1.09 -0.943
H -2.932 2.760 -0.017 -0.43 0.33 -0.14 0.477
H -1.722 2.271 0.745 0.45 0.35 0.65 0.497
O -2.270 2.077 -0.031 -0.60 -0.55 -0.85 -1.014



| no. | E_tot (a.u.) | E_HOMO (eV) | HOMO-LUMO gap (eV) |
| --- | --- | --- | --- |
| 1 | -479.831669 | -9.49 | 3.76 |
| 2 | -480.189914 | -8.75 | 9.42 |
| 3 | -953.595894 | -9.28 | 9.23 |
| 4 | -686.039463 | -10.13 | 10.77 |